(1)
# C16H32O4

A 4-piece molecular cluster, C16H32O4 overall (ωB97M-V with the def2-TZVPD basis set, the OMol25 dataset).

Cartesian coordinates (Å):
C -0.022 2.368 -2.615
C 1.485 2.271 -2.473
C 1.964 3.666 -2.866
O 0.818 4.356 -3.405
C -0.170 3.393 -3.745
H -0.547 2.794 -1.755
H -0.496 1.397 -2.779
H 1.894 1.543 -3.172
H 1.742 1.976 -1.456
H 2.668 3.613 -3.702
H 2.411 4.275 -2.084
H 0.040 2.881 -4.694
H -1.132 3.895 -3.778
C 3.844 -1.717 -4.079
C 4.630 -0.791 -3.149
C 3.967 -1.061 -1.794
O 2.740 -1.698 -2.041
C 2.461 -1.646 -3.453
H 4.191 -2.747 -4.171
H 3.855 -1.349 -5.111
H 4.410 0.212 -3.518
H 5.710 -0.915 -3.107
H 3.865 -0.125 -1.222
H 4.605 -1.634 -1.113
H 1.935 -0.700 -3.617
H 1.778 -2.451 -3.713
C -0.674 -0.139 1.147
C 0.154 -1.271 1.768
C 0.458 -2.176 0.559
O -0.392 -1.768 -0.499
C -0.531 -0.359 -0.363
H -0.302 0.843 1.447
H -1.720 -0.185 1.449
H -0.406 -1.789 2.545
H 1.092 -0.923 2.197
H 0.285 -3.233 0.753
H 1.502 -2.042 0.259
H -1.371 0.035 -0.928
H 0.409 0.085 -0.714
C -5.100 -0.941 4.609
C -4.962 -1.115 6.091
C -3.440 -0.970 6.239
O -3.049 -0.024 5.252
C -4.120 0.236 4.360
H -6.093 -0.668 4.241
H -4.825 -1.820 4.020
H -5.361 -2.061 6.460
H -5.547 -0.328 6.579
H -3.059 -1.984 6.073
H -3.090 -0.584 7.194
H -3.815 0.226 3.314
H -4.689 1.148 4.560

Computed properties:
- SMILES: C1CCOC1.C1CCOC1.C1CCOC1.C1CCOC1
- ΔE to the lowest compared entry with this formula, charge and spin: 0.447 eV
- Largest force on an atom: 0.038 hartree/bohr
- E_HOMO: -9.414 eV
- Kohn-Sham gap: 10.2 eV

***

(2)
# C2H3N2O

An isolated ion of composition C2H3N2O and charge +1 (ωB97M-V with the def2-TZVPD basis set, the OMol25 dataset).

Cartesian coordinates (Å):
C 1.045 0.012 -0.003
C -0.277 0.610 0.126
O -0.900 1.610 0.417
N -1.444 -0.707 -0.061
N -2.393 -1.197 -0.309
H 1.508 0.510 -0.889
H 0.895 -1.088 -0.098
H 1.566 0.251 0.818

Computed properties:
- SMILES: CC(=O)[N+]#N
- ΔE to the lowest compared entry with this formula, charge and spin: 1.407 eV
- Largest force on an atom: 0.160 hartree/bohr
- E_HOMO: -19.217 eV
- Kohn-Sham gap: 12.6 eV
- Total charge: +1

***

(3)
# C6H10

C6H10 in the gas phase (ωB97M-V with the def2-TZVPD basis set, the OMol25 dataset).

Cartesian coordinates (Å):
C 0.684 -2.844 0.469
C 0.695 -1.504 0.457
C -0.005 -0.726 -0.488
C -0.201 0.726 -0.358
C 0.363 1.479 0.964
C -1.257 1.511 -1.228
H 0.096 -3.405 -0.204
H 1.344 -3.401 1.218
H 1.482 -1.021 0.969
H -0.485 -1.202 -1.414
H -0.045 1.033 1.829
H 1.516 1.450 1.064
H -0.003 2.565 1.081
H -0.689 2.402 -1.657
H -1.448 0.942 -2.093
H -2.049 1.996 -0.609

Computed properties:
- SMILES: C=CC=C(C)C
- ΔE to the lowest compared entry with this formula, charge and spin: 2.203 eV
- Largest force on an atom: 0.129 hartree/bohr
- E_HOMO: -8.010 eV
- Kohn-Sham gap: 8.8 eV

***

(4)
# C26H28N4O3

C26H28N4O3 in the gas phase (ωB97M-V with the def2-TZVPD basis set, the OMol25 dataset).

Cartesian coordinates (Å):
C 1.958 -0.414 -2.529
C 1.002 -0.596 -1.348
C -0.053 0.474 -1.350
C -1.040 0.455 -2.331
C -2.003 1.442 -2.413
C -1.992 2.492 -1.509
C -1.030 2.525 -0.517
C -0.075 1.516 -0.422
N 0.873 1.590 0.638
C 1.921 2.595 0.516
C 3.201 1.985 -0.077
O 3.551 2.191 -1.222
N 3.865 1.226 0.807
C 4.986 0.392 0.429
C 4.562 -1.029 0.144
C 5.006 -1.681 -0.998
C 4.608 -2.980 -1.266
C 3.752 -3.637 -0.400
C 3.304 -2.994 0.741
C 3.711 -1.700 1.015
C 0.846 0.785 1.724
O 1.728 0.818 2.569
C -0.365 -0.118 1.861
C -1.560 0.678 2.413
C -2.854 -0.068 2.130
O -3.459 -0.694 2.966
N -3.230 0.042 0.820
C -4.324 -0.519 0.171
C -5.271 -1.330 0.796
C -6.309 -1.816 0.025
C -6.373 -1.489 -1.323
C -5.377 -0.678 -1.841
N -4.378 -0.203 -1.119
H 2.491 0.529 -2.445
H 1.414 -0.421 -3.470
H 2.687 -1.222 -2.538
H 1.579 -0.577 -0.422
H 0.523 -1.576 -1.424
H -1.046 -0.357 -3.044
H -2.760 1.396 -3.179
H -2.730 3.276 -1.572
H -1.009 3.338 0.196
H 2.134 3.001 1.509
H 1.570 3.384 -0.150
H 3.421 1.052 1.704
H 5.433 0.834 -0.465
H 5.719 0.409 1.242
H 5.663 -1.166 -1.683
H 4.962 -3.476 -2.158
H 3.435 -4.648 -0.612
H 2.637 -3.502 1.423
H 3.358 -1.210 1.912
H -0.618 -0.558 0.897
H -0.112 -0.919 2.556
H -1.454 0.803 3.490
H -1.607 1.664 1.947
H -2.667 0.608 0.196
H -5.183 -1.557 1.845
H -7.064 -2.446 0.472
H -7.171 -1.852 -1.950
H -5.372 -0.389 -2.884

Computed properties:
- SMILES: CCc1ccccc1N(CC(=O)NCc1ccccc1)C(=O)CCC(=O)Nc1ccccn1
- ΔE to the lowest compared entry with this formula, charge and spin: 0.446 eV
- Largest force on an atom: 0.013 hartree/bohr
- E_HOMO: -8.929 eV
- Kohn-Sham gap: 9.6 eV

***

(5)
# C8H12CuN4O4P

C8H12CuN4O4P as an isolated structure (ωB97M-V with the def2-TZVPD basis set, the OMol25 dataset).

Cartesian coordinates (Å):
Cu 5.815 8.280 6.821
P 4.400 6.077 5.818
O 4.659 4.915 6.832
O 3.424 5.591 4.684
O 5.782 6.692 5.241
O 3.841 7.201 6.718
C 9.641 7.827 9.423
C 8.228 8.282 9.279
N 7.107 8.634 9.157
H 10.273 8.294 8.667
H 9.728 6.779 9.137
H 10.031 8.101 10.403
C 6.539 5.542 8.876
C 5.303 5.785 9.607
N 4.324 5.966 10.232
H 6.824 6.210 8.063
H 6.527 4.501 8.554
H 7.382 5.675 9.554
C 8.441 7.591 4.082
C 8.565 8.267 5.410
N 8.700 8.736 6.447
H 9.268 7.950 3.468
H 7.462 7.795 3.650
H 8.567 6.510 4.142
C 4.386 12.861 5.513
C 4.962 11.694 6.078
N 5.453 10.728 6.497
H 3.943 13.414 6.341
H 3.726 12.605 4.683
H 5.211 13.503 5.205

Computed properties:
- Largest force on an atom: 0.074 hartree/bohr
- E_HOMO: 1.590 eV
- Kohn-Sham gap: 2.7 eV
- Total charge: -2

***

(6)
# C10H30K5O14P

C10H30K5O14P as an isolated structure (ωB97M-V with the def2-TZVPD basis set, the OMol25 dataset).

Cartesian coordinates (Å):
K 2.269 0.938 -1.658
K -1.701 -2.452 -1.729
K -0.094 -2.022 2.549
K 2.135 1.131 2.962
K -1.764 1.176 2.436
P -0.059 -0.139 -0.241
O 0.509 -0.994 -1.455
O 1.148 0.026 0.709
O -1.237 -0.918 0.450
O -0.599 1.236 -0.675
C 4.387 -1.086 1.033
C 3.967 -1.860 2.376
O 4.023 -1.212 3.667
O 3.584 0.000 0.668
H 4.241 -1.658 0.116
H 5.467 -0.942 1.006
H 4.504 -2.805 2.456
H 2.901 -2.090 2.357
H 3.429 -1.681 4.257
H 2.636 -0.137 0.598
C 0.781 4.521 -0.974
C 0.534 4.517 0.609
O 1.146 3.347 1.169
O 2.152 4.229 -1.382
H 0.406 5.462 -1.375
H 0.087 3.745 -1.295
H -0.517 4.346 0.841
H 0.878 5.462 1.029
H 0.695 2.598 0.773
H 2.513 5.021 -1.787
C 2.708 -3.220 -1.920
C 2.147 -3.618 -0.555
O 0.742 -3.375 -0.408
O 2.687 -1.824 -2.026
H 2.022 -3.664 -2.640
H 3.686 -3.657 -2.121
H 2.664 -3.062 0.227
H 2.249 -4.678 -0.326
H 0.628 -2.436 -0.570
H 1.820 -1.505 -1.764
C -3.715 1.352 -2.765
C -3.014 2.659 -2.693
O -2.356 2.944 -1.435
O -2.806 0.243 -2.860
H -4.223 1.247 -3.724
H -4.303 1.227 -1.856
H -3.767 3.422 -2.892
H -2.173 2.882 -3.349
H -1.703 2.260 -1.271
H -2.084 0.376 -2.242
C -4.124 -1.870 2.386
C -4.353 -1.166 1.041
O -3.646 -1.822 0.048
O -3.200 -1.089 3.066
H -3.854 -2.909 2.198
H -4.992 -2.030 3.025
H -4.209 -0.096 0.890
H -5.372 -1.473 0.803
H -2.834 -1.388 0.320
H -3.047 -1.492 3.924

Computed properties:
- ΔE to the lowest compared entry with this formula, charge and spin: 0.667 eV
- Largest force on an atom: 0.080 hartree/bohr
- E_HOMO: -13.931 eV
- Kohn-Sham gap: 7.0 eV
- Total charge: +2

***

(7)
# C30H37N3O5

C30H37N3O5 in the gas phase (ωB97M-V with the def2-TZVPD basis set, the OMol25 dataset).

Cartesian coordinates (Å):
C 3.828 -2.180 -2.540
C 4.305 -1.685 -1.182
C 5.636 -2.272 -0.732
O 4.453 -0.249 -1.199
C 3.269 0.435 -1.376
O 3.299 1.583 -1.797
C 2.062 -0.219 -0.922
C 0.963 0.717 -0.579
C -0.428 0.197 -0.966
C -0.614 -1.076 -1.511
C -1.888 -1.588 -1.752
C -3.021 -0.755 -1.556
N -4.278 -1.232 -1.786
C -4.522 -2.549 -2.329
C -3.438 -3.543 -1.950
C -2.054 -2.977 -2.255
C -5.446 -0.388 -1.773
C -5.278 0.821 -0.873
C -3.968 1.547 -1.176
C -2.813 0.610 -1.211
C -1.528 1.070 -0.938
C 2.141 -1.451 -0.170
O 1.238 -1.944 0.498
O 3.375 -2.064 -0.138
H 2.899 -1.680 -2.845
H 4.616 -1.979 -3.275
H 3.669 -3.262 -2.482
H 5.907 -1.857 0.242
H 5.533 -3.355 -0.642
H 6.411 -2.041 -1.461
H 1.128 1.664 -1.110
H 0.259 -1.681 -1.763
H -5.494 -2.889 -1.948
H -4.609 -2.496 -3.431
H -3.506 -3.774 -0.880
H -3.599 -4.472 -2.503
H -1.893 -2.992 -3.345
H -1.277 -3.616 -1.820
H -5.682 -0.062 -2.802
H -6.288 -1.002 -1.429
H -6.128 1.492 -1.019
H -5.279 0.500 0.176
H -4.060 2.060 -2.150
H -3.783 2.328 -0.425
H -1.356 2.140 -0.757
C -2.024 3.256 3.286
C -2.120 1.952 2.536
N -0.829 1.252 2.337
C -0.396 0.332 3.454
C -0.687 -1.126 3.169
C 0.091 1.894 1.529
C 1.158 1.011 0.904
N 2.585 1.599 1.183
C 2.842 2.910 0.976
C 4.137 3.405 0.968
C 5.208 2.551 1.221
C 4.913 1.214 1.527
C 3.602 0.777 1.542
O -0.018 3.087 1.216
H -3.000 3.753 3.284
H -1.705 3.102 4.324
H -1.316 3.901 2.760
H -2.790 1.248 3.039
H -2.514 2.138 1.532
H 0.679 0.489 3.639
H -0.938 0.657 4.358
H -0.323 -1.738 4.003
H -1.764 -1.290 3.056
H -0.185 -1.466 2.258
H 1.107 0.062 1.416
H 1.968 3.537 0.792
H 4.271 4.470 0.752
H 6.239 2.912 1.192
H 5.711 0.505 1.750
H 3.337 -0.228 1.881

Computed properties:
- ΔE to the lowest compared entry with this formula, charge and spin: 0.000 eV
- Largest force on an atom: 0.037 hartree/bohr
- E_HOMO: -6.690 eV
- Kohn-Sham gap: 6.0 eV

***

(8)
# C34H56N4O13PS3

A 3-piece molecular cluster, C34H56N4O13PS3 overall (ωB97M-V with the def2-TZVPD basis set, the OMol25 dataset).

Cartesian coordinates (Å):
C 1.289 4.265 2.708
C 0.390 3.825 2.034
C -0.693 3.278 1.192
O -0.386 1.930 0.832
C -1.466 1.410 0.052
C -1.084 0.295 -0.957
C 0.451 0.403 -1.267
C 1.337 -0.412 -0.302
C 2.813 -0.497 -0.761
C 3.501 0.879 -0.811
O 4.943 0.831 -0.772
C 5.476 -0.234 -1.460
C 5.304 -0.367 -2.978
O 6.125 -1.051 -0.864
C -2.642 1.092 1.021
C -2.773 -0.379 1.492
C -1.481 -1.097 1.935
C -1.871 -2.578 2.289
S -2.100 -3.523 0.747
C -1.361 -5.165 1.018
S 0.241 -5.331 1.032
N -2.276 -6.245 1.178
C -3.057 -6.554 0.108
C -3.820 -7.623 0.576
N -3.475 -7.859 1.875
C -2.551 -7.034 2.263
C -3.930 1.314 0.128
O -5.074 0.679 0.672
C -6.149 1.598 0.900
C -7.386 0.746 1.357
O -8.539 0.987 0.589
C -8.346 0.581 -0.782
C -9.727 0.251 -1.395
N -2.788 2.120 2.141
P -2.260 1.586 3.799
N -0.711 1.552 3.937
C -2.161 3.449 1.763
S -2.403 4.788 2.983
C -4.162 4.819 3.461
O -2.155 6.011 2.281
O -1.639 4.688 4.193
H 2.188 4.747 3.052
H -0.650 3.837 0.233
H -1.814 2.259 -0.587
H -1.569 0.529 -1.922
H -1.390 -0.725 -0.698
H 0.766 1.452 -1.388
H 0.565 -0.052 -2.271
H 1.334 0.087 0.688
H 0.970 -1.442 -0.151
H 3.344 -1.091 0.010
H 2.881 -1.056 -1.706
H 3.183 1.535 0.017
H 3.215 1.408 -1.745
H 6.000 -1.111 -3.381
H 4.273 -0.654 -3.227
H 5.472 0.615 -3.431
H -3.193 -0.941 0.638
H -3.540 -0.476 2.281
H -0.691 -1.180 1.182
H -1.012 -0.705 2.856
H -1.005 -2.974 2.851
H -2.744 -2.603 2.964
H -3.064 -6.092 -0.875
H -4.578 -8.183 0.034
H -2.062 -6.934 3.226
H -4.113 2.383 -0.095
H -3.726 0.829 -0.847
H -6.377 2.213 0.014
H -5.898 2.305 1.728
H -7.098 -0.323 1.287
H -7.579 0.967 2.417
H -7.607 -0.234 -0.867
H -7.952 1.480 -1.301
H -10.453 0.914 -0.899
H -9.959 -0.805 -1.202
H -9.663 0.461 -2.473
H -3.796 2.328 2.215
H -2.872 2.509 4.689
H -2.755 0.314 4.144
H -0.451 2.243 4.644
H -2.759 3.768 0.888
H -4.445 3.906 4.012
H -4.818 4.967 2.592
H -4.215 5.651 4.182
C 7.656 -3.251 0.867
C 8.556 -3.160 2.074
C 9.831 -2.394 1.845
O 10.706 -2.974 2.817
C 10.274 -4.247 3.032
O 10.874 -5.067 3.644
O 9.061 -4.451 2.448
H 6.847 -3.960 1.048
H 7.225 -2.280 0.628
H 8.204 -3.614 -0.005
H 7.997 -2.763 2.927
H 9.718 -1.325 2.014
H 10.260 -2.556 0.853
C 3.674 2.946 -8.133
C 3.755 2.703 -6.645
C 4.718 1.619 -6.242
O 4.156 1.174 -4.998
C 2.822 1.422 -5.058
O 2.030 1.013 -4.267
O 2.514 2.189 -6.131
H 2.841 3.609 -8.366
H 4.596 3.396 -8.503
H 3.498 2.014 -8.673
H 3.967 3.642 -6.125
H 5.733 1.986 -6.100
H 4.736 0.774 -6.934

Computed properties:
- Largest force on an atom: 0.072 hartree/bohr
- E_HOMO: -10.799 eV
- Kohn-Sham gap: 7.7 eV
- Total charge: +1

***

(9)
# C6H12O

C6H12O in the gas phase (ωB97M-V with the def2-TZVPD basis set, the OMol25 dataset).

Cartesian coordinates (Å):
C 2.437 0.890 0.165
C 1.619 -0.198 -0.516
O 0.583 -0.555 0.333
C -0.430 -1.434 -0.164
C -1.673 -0.740 0.297
C -2.432 0.289 -0.459
C -1.274 0.851 0.243
H 3.366 1.059 -0.387
H 1.897 1.843 0.225
H 2.682 0.586 1.187
H 2.214 -1.099 -0.677
H 1.253 0.155 -1.501
H -0.374 -1.552 -1.258
H -0.248 -2.413 0.300
H -2.139 -1.162 1.200
H -2.366 0.261 -1.539
H -3.384 0.553 -0.038
H -0.490 1.318 -0.389
H -1.284 1.336 1.208

Computed properties:
- SMILES: CCOCC1CC1
- ΔE to the lowest compared entry with this formula, charge and spin: 2.989 eV
- Largest force on an atom: 0.032 hartree/bohr
- E_HOMO: -8.495 eV
- Kohn-Sham gap: 9.7 eV

***

(10)
# C19H23AlIN5O3S2

C19H23AlIN5O3S2 as an isolated structure (ωB97M-V with the def2-TZVPD basis set, the OMol25 dataset).

Cartesian coordinates (Å):
C 0.369 0.236 -5.610
I 0.551 -0.234 -3.432
H -0.554 -0.203 -5.986
H 1.234 -0.188 -6.124
H 0.342 1.322 -5.646
C -1.001 3.954 -0.237
C -2.008 3.384 -0.925
N -1.559 2.198 -1.417
C -0.271 1.956 -0.965
N 0.070 3.118 -0.292
H -0.977 4.911 0.248
H -3.004 3.726 -1.138
C 2.390 -3.602 -1.213
C 0.885 -1.923 -1.036
N 2.132 -2.368 -0.669
H 1.115 -4.816 -2.560
N 0.386 -2.942 -1.819
H 3.288 -4.152 -0.991
Al -0.006 -0.272 -0.495
C 0.849 1.207 -1.645
O 2.057 1.390 -1.328
C 1.309 -3.942 -1.967
C -0.941 -3.013 -2.381
H -1.698 -2.959 -1.594
H -1.027 -3.959 -2.923
H -1.143 -2.210 -3.105
C 3.015 -1.739 0.285
H 3.977 -2.267 0.261
H 2.610 -1.791 1.304
H 3.179 -0.682 0.048
C 1.355 3.548 0.193
H 1.660 4.467 -0.330
H 2.081 2.776 -0.019
H 1.319 3.711 1.273
C -2.456 1.313 -2.118
H -1.953 0.817 -2.948
H -3.266 1.940 -2.502
H -2.889 0.560 -1.447
O 1.081 2.198 2.740
S 1.053 0.755 2.692
O 2.297 0.025 2.715
N 0.113 0.203 1.381
C -1.107 -0.300 1.761
S -2.028 -0.899 0.448
C -1.263 -0.372 3.181
C -2.275 -0.966 3.956
C -2.132 -1.010 5.342
C -1.003 -0.452 5.962
C 0.008 0.145 5.200
C -0.130 0.142 3.823
H -3.131 -1.379 3.427
H -2.901 -1.481 5.952
H -0.896 -0.481 7.043
H 0.897 0.601 5.624

Computed properties:
- ΔE to the lowest compared entry with this formula, charge and spin: 2.790 eV
- Largest force on an atom: 0.094 hartree/bohr
- E_HOMO: 1.703 eV
- Kohn-Sham gap: 2.4 eV
- Total charge: -2